Entry 1:
Computed, not measured: C29H27HgIN4 as an isolated structure, with the ωB97M-V functional and the def2-TZVPD basis.

```
62
Properties=species:S:1:pos:R:3:forces:R:3
Hg -0.369 -0.727 -1.047 0.055 2.008 -1.237
C -0.021 -0.374 2.643 -1.175 -0.819 -0.537
N -0.784 -1.303 1.702 -0.143 0.838 1.402
C -0.543 -2.724 2.036 0.092 0.214 -0.035
C 0.736 -3.367 1.568 1.225 -0.939 -1.364
C 0.803 -4.787 1.402 0.190 1.137 0.597
C 2.026 -5.390 1.052 -1.052 -0.009 0.597
C 3.112 -4.573 0.781 0.507 -0.117 -0.682
C 2.905 -3.202 0.823 -0.105 -0.012 0.368
N 1.789 -2.604 1.237 -0.690 -0.289 0.315
C -2.244 -1.075 1.905 -0.491 -0.071 0.087
C -2.827 0.351 1.754 -0.564 -0.453 -0.782
C -4.148 0.630 2.144 -0.618 -0.336 0.351
C -4.627 1.955 2.154 2.239 -0.239 -0.383
C -3.751 2.932 1.640 -0.296 0.290 -0.335
C -2.559 2.517 1.046 0.251 0.095 -0.631
N -2.134 1.255 1.108 1.114 0.242 0.421
C 1.142 0.346 2.069 2.074 0.081 -0.132
C 2.277 0.515 2.900 -0.259 0.330 0.406
C 3.243 1.450 2.558 -0.061 -0.089 -0.918
C 3.132 2.115 1.325 0.298 0.455 0.311
C 2.093 1.761 0.511 -1.439 -1.094 0.157
N 1.131 0.853 0.849 0.049 0.818 0.465
H -0.717 0.409 3.001 0.252 -0.402 -0.229
H 0.317 -0.919 3.538 -0.116 -0.072 -0.179
H -0.565 -2.889 3.128 -0.293 0.110 0.000
H -1.341 -3.322 1.593 -0.154 0.097 0.112
H -0.114 -5.333 1.638 0.468 -0.208 -0.198
H 2.108 -6.482 1.051 -0.035 0.424 -0.205
H 4.092 -4.975 0.438 -0.908 0.315 0.421
H 3.687 -2.521 0.548 0.415 0.203 -0.148
H -2.804 -1.733 1.214 0.321 0.229 0.096
H -2.537 -1.405 2.920 0.072 -0.020 -0.086
H -4.804 -0.229 2.354 0.255 0.550 0.429
H -5.531 2.254 2.637 -0.680 -0.130 -0.106
H -4.007 4.004 1.568 -0.011 -0.735 0.263
H -1.897 3.164 0.432 -0.695 -0.223 0.591
H 2.353 -0.051 3.838 -0.055 0.339 -0.366
H 4.104 1.650 3.169 0.148 -0.071 0.403
H 3.788 2.929 0.963 -0.191 -0.705 0.559
H 1.924 2.223 -0.437 0.102 0.101 -0.670
I -1.664 -3.048 -3.296 -0.423 -0.006 -0.441
C -0.791 -2.709 -1.403 0.320 -1.966 1.104
H 0.136 -3.278 -1.495 -0.035 -0.044 0.202
H -1.410 -3.239 -0.659 0.130 0.145 -0.446
C 2.363 2.685 -4.821 1.234 -0.072 0.360
C 2.766 1.773 -3.846 -0.145 0.091 -0.605
C 1.819 1.263 -2.972 -0.758 -0.401 0.348
C 0.457 1.667 -3.005 0.145 -0.280 0.607
C -0.510 1.130 -2.081 0.916 -0.276 -0.250
C -1.790 1.613 -2.152 -1.773 1.582 -0.894
C -2.170 2.663 -3.061 0.625 -1.515 1.439
C -1.244 3.200 -3.941 0.100 -0.290 0.131
C 0.070 2.680 -3.954 0.479 0.415 0.080
C 1.077 3.178 -4.834 -0.995 0.184 -0.062
H 3.091 3.067 -5.532 0.010 0.038 0.043
H 3.769 1.389 -3.743 0.324 0.125 -0.365
H 2.107 0.461 -2.288 -0.109 0.232 0.040
H -2.586 1.189 -1.523 0.256 0.218 -0.220
H -3.179 3.001 -3.023 -0.692 0.289 -0.108
H -1.543 3.992 -4.622 0.187 -0.061 -0.053
H 0.792 3.995 -5.499 0.107 -0.250 -0.037
```
Positions in Å, forces in eV/Å.

Results
Total charge: -1
2S+1: 2
Lowest unoccupied orbital energy (alpha / beta) (eV): 2.3 / 2.3
ΔE to the lowest compared entry with this formula, charge and spin (kcal/mol): 5.2
Energy (Eh): -1791.3072
HOMO-LUMO gap (alpha / beta) (hartree): 0.070 / 0.203

Per-atom Mulliken charges, elementary charge units: 0.46 -1.59 1.55 -1.94 0.57 -0.84 -0.37 -0.68 -0.18 0.02 -1.11 0.37 -0.73 -0.55 -0.76 -0.37 0.23 0.92 -0.99 -0.54 -0.77 -0.36 0.51 0.63 0.27 0.55 0.56 0.39 0.39 0.32 0.49 0.51 0.37 0.36 0.42 0.34 0.43 0.37 0.41 0.37 0.44 -0.05 -1.31 0.35 0.31 -0.40 -0.87 -0.50 1.50 -1.12 0.06 -1.02 -0.85 1.15 -0.87 0.33 0.36 0.17 0.35 0.41 0.27 0.27

---

Entry 2:
Computed, not measured: a 2-piece molecular cluster, C28H28F3N3 overall, with the ωB97M-V functional and the def2-TZVPD basis.

```
62
Properties=species:S:1:pos:R:3:forces:R:3
F 7.283 2.756 -4.235 -0.134 -0.948 0.593
C 6.966 1.583 -3.596 0.360 0.120 -0.093
F 7.669 0.587 -4.226 -0.473 0.815 0.611
F 7.481 1.684 -2.320 -0.186 -0.073 -1.040
C 5.485 1.325 -3.577 0.573 0.122 -0.008
C 5.009 0.015 -3.536 -0.195 0.058 0.051
C 3.644 -0.209 -3.438 -0.228 -0.025 0.319
C 2.705 0.862 -3.282 1.135 0.265 -0.566
C 1.327 0.636 -3.036 0.056 -0.653 0.319
C 0.391 1.664 -3.080 -2.101 0.991 -1.023
N -0.493 2.423 -3.283 1.573 -1.113 0.967
C 3.234 2.175 -3.463 0.333 0.056 0.237
C 4.604 2.405 -3.564 -0.453 -0.246 0.085
H 5.726 -0.814 -3.553 -0.430 0.287 -0.144
H 3.282 -1.241 -3.465 0.018 0.333 0.190
H 0.955 -0.392 -3.090 0.013 0.469 0.133
H 2.559 3.031 -3.516 0.071 -0.255 0.190
H 5.006 3.418 -3.607 -0.245 -0.275 -0.132
C -8.522 -0.066 -0.150 0.258 0.060 0.165
N -7.685 0.880 0.577 -1.061 0.439 -0.257
C -8.253 1.275 1.861 0.218 -0.121 -0.187
C -6.304 0.943 0.364 1.326 -0.296 0.074
C -5.718 2.026 -0.338 -1.105 -0.334 0.375
C -4.358 2.136 -0.463 1.388 -0.230 0.064
C -3.465 1.166 0.098 -1.444 -0.100 -0.123
C -2.045 1.330 -0.040 0.776 -0.311 0.099
C -1.093 0.397 0.376 -0.619 0.600 -0.138
C 0.265 0.686 0.494 -0.191 0.530 -0.089
C 1.167 -0.208 1.159 0.765 -0.748 0.998
C 2.290 0.266 1.909 -0.558 -0.250 -0.508
C 3.110 -0.613 2.603 -0.043 -0.595 -0.170
C 2.868 -2.009 2.594 -0.973 0.512 -0.795
N 3.752 -2.899 3.205 0.895 -0.294 0.721
C 3.445 -3.562 4.463 -0.114 0.133 -0.327
C 4.830 -3.539 2.461 -0.234 0.183 0.012
C 1.713 -2.481 1.921 0.340 0.785 -0.105
C 0.891 -1.599 1.224 0.029 0.018 0.190
C -4.069 0.061 0.769 0.611 0.074 -0.251
C -5.444 -0.062 0.876 -0.142 0.530 -0.169
H -8.016 -0.396 -1.067 -0.202 0.103 0.264
H -8.762 -0.946 0.478 0.049 0.099 -0.268
H -9.472 0.430 -0.414 0.265 -0.243 -0.007
H -7.551 1.918 2.407 -0.258 -0.172 -0.163
H -9.193 1.825 1.685 0.284 -0.120 0.159
H -8.491 0.385 2.478 0.091 0.278 -0.026
H -6.393 2.777 -0.769 0.347 -0.319 0.217
H -3.921 2.976 -1.015 -0.184 -0.309 0.213
H -1.694 2.269 -0.479 -0.051 -0.234 0.111
H -1.450 -0.552 0.770 0.136 0.196 -0.181
H 0.603 1.709 0.288 -0.082 -0.436 -0.103
H 2.470 1.338 1.976 0.054 -0.202 -0.184
H 3.983 -0.253 3.146 -0.251 -0.038 -0.098
H 2.598 -3.068 4.957 0.255 -0.154 -0.105
H 3.204 -4.628 4.301 -0.048 0.186 0.140
H 4.327 -3.514 5.123 -0.283 -0.031 -0.063
H 4.970 -3.047 1.489 -0.011 -0.152 0.319
H 5.766 -3.475 3.040 -0.176 -0.033 -0.249
H 4.610 -4.611 2.296 0.086 0.257 -0.075
H 1.507 -3.547 1.907 0.001 0.103 0.060
H 0.002 -1.989 0.720 0.460 0.074 0.037
H -3.422 -0.711 1.210 -0.426 0.370 -0.195
H -5.885 -0.924 1.379 0.135 0.261 -0.073
```
Positions in Å, forces in eV/Å.

Results
2S+1: 1
Lowest unoccupied orbital energy (eV): -2.8
Energy (Eh): -1547.4726
HOMO-LUMO gap (hartree): 0.119

Per-atom Mulliken charges, elementary charge units: -0.27 0.89 -0.27 -0.26 0.21 -0.57 -0.85 1.13 -0.52 0.01 -0.61 -0.56 -0.67 0.36 0.31 0.38 0.36 0.37 -0.96 0.17 -0.96 -0.06 -0.28 -0.77 0.81 -0.35 0.08 -0.19 0.69 -0.84 -0.27 -0.12 0.22 -0.98 -0.97 -0.34 -0.70 -0.84 -0.23 0.31 0.32 0.32 0.31 0.31 0.33 0.41 0.37 0.27 -0.07 0.43 0.39 0.42 0.30 0.32 0.31 0.30 0.32 0.32 0.41 0.41 0.25 0.38

---

Entry 3:
Computed, not measured: a 12-piece molecular cluster, C33H76N10O16 overall, with the ωB97M-V functional and the def2-TZVPD basis.

```
135
Properties=species:S:1:pos:R:3:forces:R:3
C 11.342 -12.225 2.647 0.634 0.626 0.348
O 10.094 -12.815 2.306 -0.236 0.245 -0.144
C 10.005 -13.413 1.134 0.679 -0.815 -0.685
O 10.947 -13.720 0.392 -1.942 0.486 1.095
O 8.697 -13.636 0.950 0.396 -0.064 -0.290
C 8.187 -14.425 -0.137 0.134 0.185 0.024
H 11.983 -12.957 3.138 0.056 0.046 -0.359
H 11.179 -11.399 3.338 -0.426 -0.262 0.090
H 11.799 -11.731 1.789 0.164 -0.475 0.050
H 8.723 -14.293 -1.077 0.243 0.138 0.210
H 7.168 -14.058 -0.263 0.066 -0.241 -0.003
H 8.195 -15.478 0.146 -0.036 0.056 -0.021
C 9.632 -5.664 4.125 0.518 1.171 -0.264
O 8.415 -5.793 3.442 -1.961 -0.968 -0.676
C 8.086 -6.904 2.733 0.202 2.194 0.196
O 8.878 -7.719 2.364 -0.162 -0.964 -0.035
O 6.779 -6.777 2.426 0.575 -0.191 0.792
C 6.258 -7.583 1.401 -0.087 -0.567 -1.781
H 9.616 -4.605 4.383 0.023 -0.102 0.661
H 10.484 -5.689 3.445 0.149 -0.887 0.068
H 9.665 -6.301 5.009 0.307 -0.026 -0.223
H 5.397 -7.081 0.960 0.064 0.235 0.349
H 5.938 -8.601 1.621 0.155 0.086 0.923
H 6.982 -7.707 0.596 0.212 0.145 0.006
C 12.371 -10.087 -0.473 -0.852 -1.004 1.211
N 12.430 -11.523 -0.800 -0.275 1.196 0.823
C 12.977 -11.974 -1.913 1.403 0.297 -2.318
C 12.950 -13.462 -2.179 -0.672 -0.288 0.334
O 13.498 -11.231 -2.764 -0.455 -0.457 1.034
H 11.817 -9.485 -1.194 0.519 -0.098 -0.351
H 13.313 -9.669 -0.117 0.254 -0.019 -0.718
H 11.780 -10.054 0.442 -0.188 0.148 0.069
H 11.924 -12.189 -0.234 0.050 0.059 0.067
H 12.151 -13.985 -1.654 -0.335 0.248 -0.102
H 13.826 -13.997 -1.812 0.432 0.397 -0.403
H 12.806 -13.543 -3.257 0.312 -0.348 0.130
C 10.549 -8.931 5.831 -0.649 1.197 0.126
N 9.356 -9.468 5.165 0.913 -0.925 0.522
C 8.890 -10.710 5.495 -0.657 0.095 0.209
C 7.773 -11.224 4.572 0.497 0.004 0.067
O 9.295 -11.362 6.458 -0.048 0.491 -0.951
H 11.009 -9.628 6.532 -0.382 -0.147 -0.296
H 10.226 -8.046 6.380 0.056 -0.033 0.549
H 11.310 -8.513 5.172 -0.104 -0.598 -0.529
H 8.890 -8.949 4.435 0.420 -0.172 -0.069
H 7.979 -10.958 3.535 0.223 -0.191 -0.070
H 6.788 -10.801 4.768 0.067 0.004 0.491
H 7.754 -12.307 4.694 -0.178 0.128 -0.143
C 18.868 -7.337 7.215 0.121 0.938 0.597
N 17.861 -6.336 7.608 1.216 -0.050 -0.330
C 16.558 -6.349 7.379 -1.360 -1.786 -1.054
C 15.866 -5.137 7.813 -0.289 1.850 0.831
O 15.958 -7.281 6.845 0.320 -0.017 -0.105
H 19.688 -6.791 6.750 0.267 0.048 0.337
H 18.614 -8.064 6.444 -0.911 0.127 0.500
H 19.173 -7.783 8.162 0.412 -0.532 -0.441
H 18.162 -5.514 8.111 0.503 -0.341 -0.222
H 16.589 -4.322 7.849 -0.153 0.338 -0.242
H 15.532 -5.193 8.849 -0.295 -0.389 -0.030
H 15.030 -4.845 7.177 0.113 -0.282 0.043
C 10.982 -6.550 -0.017 1.075 -0.208 0.649
N 10.895 -5.950 -1.301 -1.401 0.750 -0.488
C 9.851 -5.145 -1.705 1.121 0.535 -1.137
C 8.756 -4.699 -0.740 0.272 -1.190 0.253
O 9.851 -4.724 -2.860 -0.221 -0.122 0.738
H 10.187 -7.260 0.212 0.024 0.106 0.026
H 11.079 -5.781 0.750 -0.287 -0.067 0.368
H 11.942 -7.067 -0.004 -0.117 -0.323 0.238
H 11.663 -6.031 -1.951 -0.453 -0.065 -0.074
H 8.735 -5.235 0.208 0.193 -0.186 0.001
H 7.834 -4.959 -1.259 -0.140 0.607 0.076
H 8.853 -3.648 -0.466 -0.119 0.032 -0.545
C 13.584 -3.842 4.353 -0.333 0.838 -0.197
N 12.892 -3.297 3.162 -0.454 -0.248 0.006
C 11.845 -2.409 3.183 0.707 0.233 2.384
C 11.523 -1.795 1.857 -0.502 0.648 -0.973
O 11.321 -2.041 4.250 0.260 -0.727 -1.552
H 14.177 -3.047 4.805 0.186 0.032 0.038
H 14.243 -4.677 4.119 -0.178 0.154 -0.420
H 12.906 -4.166 5.143 -0.374 0.022 -0.336
H 13.356 -3.337 2.265 0.431 -0.424 0.090
H 12.215 -2.035 1.050 0.165 -0.160 0.194
H 11.494 -0.709 1.945 0.321 0.037 0.321
H 10.523 -1.987 1.469 -0.143 -0.542 0.360
C 15.051 -12.024 1.865 0.078 -0.162 -0.345
N 14.640 -13.076 2.784 0.420 0.659 0.217
C 14.339 -14.354 2.528 0.194 1.344 -1.142
C 14.683 -14.895 1.184 0.610 -1.452 -0.790
O 13.766 -15.043 3.354 -0.199 -1.063 0.252
H 14.606 -12.218 0.889 0.103 0.207 -0.058
H 16.131 -11.916 1.761 0.200 -0.387 -0.073
H 14.726 -11.044 2.213 -0.394 -0.241 0.110
H 14.477 -12.796 3.740 -0.244 0.038 0.386
H 15.514 -14.474 0.618 -0.168 0.612 0.288
H 13.838 -15.025 0.508 -0.283 0.407 0.224
H 15.005 -15.920 1.367 -0.050 -0.164 0.124
C 15.380 -6.513 0.068 0.573 0.322 -0.056
N 14.467 -5.660 -0.675 0.176 -1.778 -0.189
C 14.226 -4.412 -0.337 -0.849 1.461 0.734
C 13.303 -3.672 -1.241 -0.629 0.772 -1.104
O 14.677 -3.878 0.671 0.259 0.009 0.316
H 16.355 -6.458 -0.416 0.085 -0.420 -0.127
H 15.021 -7.542 0.111 0.055 0.138 0.059
H 15.568 -6.103 1.061 -0.497 -0.134 0.014
H 13.998 -6.059 -1.475 0.263 0.211 0.077
H 13.342 -4.069 -2.256 -0.012 0.052 -0.112
H 13.528 -2.607 -1.290 0.473 -0.119 0.079
H 12.247 -3.671 -0.971 0.061 -0.486 0.428
C 17.442 -10.149 4.491 0.035 -0.741 0.681
C 17.583 -8.962 3.620 -2.352 0.153 -1.648
N 18.695 -8.277 3.645 3.435 0.949 0.729
O 16.684 -8.526 2.904 -0.514 -0.577 0.128
H 17.086 -9.747 5.440 -0.263 -0.210 0.187
H 18.358 -10.697 4.716 0.263 0.250 -0.159
H 16.733 -10.880 4.104 -0.117 0.390 -0.009
H 19.522 -8.620 4.112 -0.166 0.044 -0.097
H 18.817 -7.486 3.029 -0.289 -0.182 0.084
C 13.471 -7.472 3.477 0.771 -1.165 -0.216
C 13.507 -8.996 3.563 0.761 0.454 2.371
N 14.219 -9.650 4.503 0.627 1.555 0.708
O 12.849 -9.673 2.838 -2.176 -1.226 -2.768
H 14.466 -7.098 3.717 -0.052 0.276 -0.235
H 12.737 -7.014 4.139 -0.075 -0.205 -0.077
H 13.203 -7.387 2.424 0.052 0.875 0.110
H 14.014 -10.622 4.688 0.041 -0.076 0.188
H 14.758 -9.100 5.156 -0.009 -0.284 0.143
C 12.430 -12.482 7.347 -0.138 0.649 0.355
C 12.975 -13.020 6.071 -0.474 -0.879 -0.332
N 12.559 -14.161 5.511 -1.340 -0.252 1.300
O 13.844 -12.393 5.487 1.262 1.244 -0.680
H 13.019 -12.834 8.193 -0.282 -0.402 0.066
H 11.351 -12.577 7.465 0.124 -0.397 0.123
H 12.643 -11.413 7.323 -0.050 0.033 -0.097
H 11.903 -14.802 5.932 0.008 0.474 0.196
H 12.912 -14.423 4.601 0.639 -0.246 -0.289
```
Positions in Å, forces in eV/Å.

Results
2S+1: 1
Lowest unoccupied orbital energy (eV): 0.3
ΔE to the lowest compared entry with this formula, charge and spin (kcal/mol): 0.0
SMILES: COC(=O)OC.COC(=O)OC.CNC(C)=O.CNC(C)=O.CNC(C)=O.CNC(C)=O.CNC(C)=O.CNC(C)=O.CNC(C)=O.CC(N)=O.CC(N)=O.CC(N)=O
Energy (Eh): -3054.5695
HOMO-LUMO gap (hartree): 0.342

Mulliken atomic charge list, values in e, 99 entries: 1.32 -0.38 0.60 -0.68 -0.30 -0.71 0.04 -0.25 -0.84 0.32 0.24 0.29 -0.41 -0.42 0.83 -0.37 -0.38 -0.64 0.33 0.06 0.27 0.28 0.28 0.24 -1.31 0.43 0.96 -0.95 -0.71 0.54 0.40 0.21 -0.04 0.16 0.13 0.37 -0.87 0.05 0.81 -1.19 -0.67 0.16 0.49 0.18 0.09 0.27 0.38 0.30 -0.71 -0.18 0.81 -1.06 -0.65 0.34 0.08 0.33 0.18 0.39 0.29 0.14 -0.99 0.14 0.40 -0.47 -0.68 0.38 0.39 0.00 0.30 -0.06 0.31 0.22 -1.13 0.13 0.78 -0.92 -0.69 0.46 0.26 0.35 0.11 0.19 0.32 0.18 -0.55 0.21 0.94 -1.25 -0.79 0.24 0.37 -0.24 0.23 0.38 0.11 0.47 -0.97 -0.05 1.05

---

Among the records above, which one has the lowest energy?
C33H76N10O16

---

What is the energy in the third record?
-3054.5695 Eh

---

Which of these has the lowest energy?
C33H76N10O16

---

What is the 2S+1 in the third record?
1